Record 1
Computed, not measured: C4H2F6O in the gas phase at a distorted geometry, with the ωB97M-V functional and the def2-TZVPD basis.

Structure (XYZ):
```
13
Properties=species:S:1:pos:R:3
C -0.553 -0.869 -0.551
C 0.035 1.280 0.496
C 0.810 0.416 -0.405
C 2.079 -0.166 0.130
O -0.803 -1.585 0.329
F -1.282 1.227 0.266
F 0.351 2.551 0.400
F 1.013 1.020 -1.658
F 1.815 -1.382 0.826
F 2.770 0.597 0.915
F 2.876 -0.574 -0.905
H -0.964 -0.683 -1.564
H 0.245 0.908 1.481
```

Summary:
Total energy (a.u.): -828.00238
Molar mass (g mol⁻¹): 180.05
Relative energy (zero: lowest compared OMol25 entry of this formula, charge and spin) (kJ/mol): 95.2
Multiplicity: 1



Record 2
Computed, not measured: C4H2IN in the gas phase at a distorted geometry, with the ωB97M-V functional and the def2-TZVPD basis.

Structure (XYZ):
```
8
Properties=species:S:1:pos:R:3
C -0.214 -1.550 -0.157
C -1.273 -2.323 -0.128
C -2.721 -0.553 0.108
C 0.177 -0.328 0.189
N -2.387 -1.717 0.017
I -4.663 0.224 -0.041
H 0.523 -0.020 1.131
H 0.516 0.564 -0.401
```

Summary:
Total energy (a.u.): -505.81150
Molar mass (g mol⁻¹): 190.97
Relative energy (zero: lowest compared OMol25 entry of this formula, charge and spin) (kJ/mol): 356.0
Multiplicity: 1



Record 3
Computed, not measured: a gas-phase ion, C4H2IOS (charge -1) at a distorted geometry, with the ωB97M-V functional and the def2-TZVPD basis.

Structure (XYZ):
```
9
Properties=species:S:1:pos:R:3
C 1.428 0.249 -0.104
C -0.812 0.892 0.058
C 2.355 -0.521 0.087
C -1.373 -0.316 -0.070
O 0.482 1.197 0.051
S 3.630 -1.535 -0.001
I -3.473 -0.525 0.002
H -0.830 -1.230 -0.208
H -1.407 1.789 0.185
```

Summary:
Total energy (a.u.): -924.68205
Molar mass (g mol⁻¹): 225.03
Relative energy (zero: lowest compared OMol25 entry of this formula, charge and spin) (kJ/mol): 178.9
Charge: -1
Multiplicity: 1



Record 4
Computed, not measured: C4H2N2O in the gas phase at a distorted geometry, with the ωB97M-V functional and the def2-TZVPD basis.

Structure (XYZ):
```
9
Properties=species:S:1:pos:R:3
C 0.235 -0.544 1.344
C 0.547 0.713 0.715
C -0.489 -0.640 -0.638
C -0.550 0.032 -1.766
N -0.337 -1.383 0.449
N -0.017 0.687 -0.476
O -0.754 0.558 -2.789
H 0.624 -1.132 2.151
H 0.741 1.710 1.009
```

Summary:
Total energy (a.u.): -338.25454
Molar mass (g mol⁻¹): 94.07
Relative energy (zero: lowest compared OMol25 entry of this formula, charge and spin) (kJ/mol): 228.1
Multiplicity: 1



Record 5
Computed, not measured: a molecular structure, C4H2N2O3 at a distorted geometry, with the ωB97M-V functional and the def2-TZVPD basis.

Structure (XYZ):
```
11
Properties=species:S:1:pos:R:3
C -0.517 -1.081 0.295
C 1.187 -0.310 -0.847
C 0.966 0.949 0.202
C -1.693 -0.030 -0.112
H 2.280 -0.280 -1.247
H 2.047 1.070 0.982
N 0.442 -1.305 -0.811
N -0.037 1.673 0.560
O -0.364 -1.609 1.432
O -1.455 1.314 0.042
O -2.857 -0.392 -0.496
```

Summary:
Total energy (a.u.): -488.66738
Molar mass (g mol⁻¹): 126.07
Relative energy (zero: lowest compared OMol25 entry of this formula, charge and spin) (kJ/mol): 390.2
Multiplicity: 1



Record 6
Computed, not measured: C4H2N2O3 in the gas phase at a distorted geometry, with the ωB97M-V functional and the def2-TZVPD basis.

Structure (XYZ):
```
11
Properties=species:S:1:pos:R:3
C -0.552 0.380 -0.045
C -0.695 -0.807 -0.976
C 0.727 -1.354 -0.954
C 0.880 0.335 0.387
H -0.086 1.575 1.772
H 0.916 -2.242 -1.523
N -1.478 1.058 0.539
N 1.601 -0.717 -0.275
O -1.073 1.841 1.553
O -1.619 -1.097 -1.678
O 1.379 1.029 1.201
```

Summary:
Total energy (a.u.): -488.76033
Molar mass (g mol⁻¹): 126.07
Relative energy (zero: lowest compared OMol25 entry of this formula, charge and spin) (kJ/mol): 146.2
Multiplicity: 1



Record 7
Computed, not measured: C4H2N2O4 in the gas phase at a distorted geometry, with the ωB97M-V functional and the def2-TZVPD basis.

Structure (XYZ):
```
12
Properties=species:S:1:pos:R:3
C 1.555 -0.635 -0.032
C 1.558 0.700 -0.019
C 0.273 -1.308 0.020
C 0.151 1.224 0.078
N -0.666 0.080 0.137
N -2.134 0.009 0.109
O -2.588 -1.019 0.437
O -0.118 -2.378 -0.208
O -0.202 2.376 0.073
O -2.687 0.965 -0.286
H 2.485 -1.313 -0.172
H 2.373 1.299 -0.137
```

Summary:
Total energy (a.u.): -563.94046
Molar mass (g mol⁻¹): 142.07
Relative energy (zero: lowest compared OMol25 entry of this formula, charge and spin) (kJ/mol): 0.0
Multiplicity: 1



Record 8
Computed, not measured: a molecular structure, C4H2N2O4S at a distorted geometry, with the ωB97M-V functional and the def2-TZVPD basis.

Structure (XYZ):
```
13
Properties=species:S:1:pos:R:3
C 1.059 0.798 -0.688
C -0.087 1.429 -0.316
C 1.167 -0.630 -0.549
C -1.293 -0.459 -0.666
N -0.123 -1.223 -0.126
N -1.267 0.788 -0.096
O -2.084 -0.948 -1.390
O 2.132 -1.330 -0.601
O 0.628 -0.159 2.135
O -1.509 -1.387 2.029
S -0.437 -0.727 1.404
H 1.951 1.345 -0.942
H -0.134 2.503 -0.194
```

Summary:
Expectation value of S²: 2.0366
Total energy (a.u.): -962.07342
Molar mass (g mol⁻¹): 174.14
Relative energy (zero: lowest compared OMol25 entry of this formula, charge and spin) (kJ/mol): 0.0
Multiplicity: 3



Record 9
Computed, not measured: C4H2N2S2 in the gas phase at a distorted geometry, with the ωB97M-V functional and the def2-TZVPD basis.

Structure (XYZ):
```
10
Properties=species:S:1:pos:R:3
C 0.762 0.521 -0.690
C -0.282 0.276 0.301
C -0.473 -1.126 0.690
C -1.492 0.951 0.024
H 1.446 -1.855 0.051
H 0.161 0.921 0.995
N -0.468 -2.249 0.993
N -2.489 1.581 -0.066
S 2.056 -0.790 -0.687
S 0.778 1.771 -1.612
```

Summary:
Total energy (a.u.): -1059.41975
Molar mass (g mol⁻¹): 142.21
Relative energy (zero: lowest compared OMol25 entry of this formula, charge and spin) (kJ/mol): 116.1
Multiplicity: 1



Record 10
Computed, not measured: 2 unconnected molecules or ions with the total composition C4H2N4O2 at a distorted geometry, with the ωB97M-V functional and the def2-TZVPD basis.

Structure (XYZ):
```
12
Properties=species:S:1:pos:R:3
C -3.156 -2.332 -0.453
C -0.161 -0.718 1.410
C -3.527 1.442 -0.169
C -1.931 -1.845 -0.393
N -4.173 -2.869 -0.527
N -0.129 -0.478 0.041
N -1.013 -1.100 -0.546
N -0.887 -1.627 1.825
O -4.425 1.115 -0.816
O -2.660 1.761 0.454
H 0.239 0.206 1.854
H -0.944 -1.665 2.865
```

Summary:
Total energy (a.u.): -523.00832
Molar mass (g mol⁻¹): 138.09
Relative energy (zero: lowest compared OMol25 entry of this formula, charge and spin) (kJ/mol): 293.4
Multiplicity: 1



Record 11
Computed, not measured: C4H2N4O2S in the gas phase at a distorted geometry, with the ωB97M-V functional and the def2-TZVPD basis.

Structure (XYZ):
```
13
Properties=species:S:1:pos:R:3
C 1.188 -0.816 -0.505
C 1.924 1.253 0.045
C -0.042 -0.650 0.200
C -0.262 0.789 0.431
N 2.137 0.038 -0.496
N 0.739 1.624 0.453
N -0.945 -1.544 0.454
N -1.747 -2.466 0.425
O -2.715 -2.572 -0.267
O -2.245 2.683 0.321
S -1.980 1.264 0.225
H 1.263 -1.542 -1.296
H 2.685 1.940 0.010
```

Summary:
Total energy (a.u.): -921.09477
Molar mass (g mol⁻¹): 170.15
Relative energy (zero: lowest compared OMol25 entry of this formula, charge and spin) (kJ/mol): 120.8
Multiplicity: 1



Record 12
Computed, not measured: 2 unconnected molecules or ions with the total composition C4H2NO3 at a distorted geometry, with the ωB97M-V functional and the def2-TZVPD basis.

Structure (XYZ):
```
10
Properties=species:S:1:pos:R:3
C -0.194 2.630 0.204
C -1.465 -1.106 0.153
C 1.225 -0.545 -0.077
C -0.184 -0.171 -0.150
N 0.172 3.705 0.435
O -2.527 -0.614 0.419
O -1.011 -2.234 0.028
O 0.524 -0.291 -1.280
H 1.954 0.207 0.200
H 1.508 -1.582 0.069
```

Summary:
Expectation value of S²: 2.0136
Total energy (a.u.): -433.91876
Molar mass (g mol⁻¹): 112.06
Relative energy (zero: lowest compared OMol25 entry of this formula, charge and spin) (kJ/mol): 218.1
Charge: -1
Multiplicity: 3



Record 13
Computed, not measured: C4H2O2 in the gas phase at a distorted geometry, with the ωB97M-V functional and the def2-TZVPD basis.

Structure (XYZ):
```
8
Properties=species:S:1:pos:R:3
O -0.787 -1.607 0.744
C -0.433 -0.962 -0.211
C -0.223 1.438 0.542
O -1.068 2.081 1.001
C 0.917 0.911 0.069
C 0.936 -0.352 -0.372
H -1.144 -0.637 -0.994
H 1.803 -0.872 -0.780
```

Summary:
Total energy (a.u.): -303.98847
Molar mass (g mol⁻¹): 82.06
Relative energy (zero: lowest compared OMol25 entry of this formula, charge and spin) (kJ/mol): 56.0
Multiplicity: 1



Record 14
Computed, not measured: C4H2O2 in the gas phase, with the ωB97M-V functional and the def2-TZVPD basis.

Structure (XYZ):
```
8
Properties=species:S:1:pos:R:3
O 0.519 -1.277 2.682
C -0.022 -0.730 1.758
C 0.557 -0.362 0.472
C 0.585 0.130 -0.633
C 0.081 0.827 -1.811
O -0.885 1.540 -1.675
H -1.083 -0.419 1.777
H 0.556 0.656 -2.787
```

Summary:
Total energy (a.u.): -303.98525
Molar mass (g mol⁻¹): 82.06
Relative energy (zero: lowest compared OMol25 entry of this formula, charge and spin) (kJ/mol): 64.5
Multiplicity: 1



Record 15
Computed, not measured: 2 unconnected molecules or ions with the total composition C4H2O2 at a distorted geometry, with the ωB97M-V functional and the def2-TZVPD basis.

Structure (XYZ):
```
8
Properties=species:S:1:pos:R:3
O 2.034 0.809 -2.140
C 2.074 0.254 -1.146
C 0.156 -0.092 0.123
O 0.957 -0.696 0.937
C -1.204 -0.048 0.492
C -2.401 0.120 0.582
H 1.838 -0.596 0.464
H -3.455 0.251 0.688
```

Summary:
Total energy (a.u.): -303.92722
Molar mass (g mol⁻¹): 82.06
Relative energy (zero: lowest compared OMol25 entry of this formula, charge and spin) (kJ/mol): 216.8
Multiplicity: 1